1 | Density functional theory data (ωB97M-V/def2-TZVPD) for 2 unconnected molecules or ions with the total composition H2INS.

```
5
H2INS ωB97M-V/def2-TZVPD
N 0.544 -0.613 -0.108
S 1.584 0.410 0.079
I -2.191 0.135 0.021
H -1.936 -0.810 1.250
H 2.000 0.878 -1.242
```

## Properties
* multiplicity: 1
* HOMO level: -9.190 eV

2 | Density functional theory data (ωB97M-V/def2-TZVPD) for 2 unconnected molecules or ions with the total composition H2INS.

```
5
H2INS ωB97M-V/def2-TZVPD
N -0.242 0.023 -0.878
S 0.566 0.852 0.070
I 2.835 -0.017 -0.057
H -0.075 -0.932 -0.989
H 0.542 -0.296 1.617
```

## Properties
* multiplicity: 1
* HOMO level (spin up / spin down): -9.030 / -9.030 eV

So which one wins? Going from most stable to least: 1, 2.

1 | Density functional theory data (ωB97M-V/def2-TZVPD) for a molecular structure, C5H4S.

```
10
C5H4S ωB97M-V/def2-TZVPD
C -0.690 -0.953 0.155
C -1.173 -2.103 -0.054
C 1.009 0.415 -0.059
C -0.241 0.180 -0.900
C -0.169 0.187 0.991
S -1.075 1.508 -0.002
H 1.698 -0.453 -0.107
H 1.271 1.382 -0.088
H -0.237 -0.173 -2.003
H -0.392 0.009 2.068
```

## Properties
* multiplicity: 1
* HOMO level: -9.227 eV

2 | Density functional theory data (ωB97M-V/def2-TZVPD) for C5H4S in the gas phase.

```
10
C5H4S ωB97M-V/def2-TZVPD
C -0.804 1.904 0.309
C 1.028 0.334 -0.788
C -0.005 0.862 -0.056
C -1.054 0.631 0.951
C 0.004 -1.876 0.453
S 1.047 -1.364 -0.754
H -1.098 2.797 -0.021
H 1.632 0.648 -1.579
H -0.122 -2.926 0.729
H -0.628 -1.009 0.756
```

## Properties
* multiplicity: 1
* HOMO level: -8.282 eV

So which one wins? Going from most stable to least: 2, 1.

1 | Density functional theory data (ωB97M-V/def2-TZVPD) for a gas-phase ion, NO5S (charge -1).

```
7
NO5S ωB97M-V/def2-TZVPD
O 2.064 -0.803 0.057
N 1.689 0.353 -0.123
O 0.432 0.745 -0.137
S -1.219 -0.055 0.010
O -2.145 0.834 -0.632
O -1.348 -0.201 1.442
O -0.961 -1.289 -0.707
```

## Properties
* multiplicity: 1
* SMILES: O=NOS(=O)(=O)[O-]
* net charge: -1
* HOMO level: -5.630 eV

2 | Density functional theory data (ωB97M-V/def2-TZVPD) for 2 unconnected molecules or ions with the total composition NO5S.

```
7
NO5S ωB97M-V/def2-TZVPD
N -0.095 -2.400 1.181
O -0.391 -1.190 1.136
O -0.088 0.894 -2.281
O 0.884 -2.817 1.808
O -1.399 2.378 -0.796
O 1.110 2.501 -0.855
S -0.132 1.783 -1.070
```

## Properties
* multiplicity: 1
* net charge: -1
* HOMO level (spin up / spin down): -5.171 / -3.000 eV

So which one wins? Going from most stable to least: 1, 2.

1 | Density functional theory data (ωB97M-V/def2-TZVPD) for 2 unconnected molecules or ions with the total composition H4N2O2P.

```
9
H4N2O2P ωB97M-V/def2-TZVPD
N 1.272 -0.297 1.678
N 0.306 -0.986 0.801
O -0.656 -0.320 -2.620
O -0.891 1.830 -1.264
P -1.111 0.388 -1.342
H 1.941 0.351 1.242
H 0.681 0.306 2.373
H 0.814 -1.326 -0.010
H -2.357 0.053 -0.858
```

## Properties
* multiplicity: 1
* net charge: -1
* HOMO level (spin up / spin down): -3.366 / -2.114 eV

2 | Density functional theory data (ωB97M-V/def2-TZVPD) for a gas-phase ion, H4N2O2P (charge -1).

```
9
H4N2O2P ωB97M-V/def2-TZVPD
N -1.202 -0.166 0.417
P 0.531 -0.148 0.391
N 0.567 0.675 -1.122
O 0.902 -1.634 0.222
O 1.216 0.710 1.413
H -1.499 -0.739 1.193
H -1.627 0.678 0.757
H 1.362 0.324 -1.659
H -0.249 0.301 -1.612
```

## Properties
* multiplicity: 1
* SMILES: NP(N)(=O)[O-]
* net charge: -1
* HOMO level: -4.275 eV

So which one wins? Going from most stable to least: 2, 1.

1 | Density functional theory data (ωB97M-V/def2-TZVPD) for C7H10N2O2 in the gas phase.

```
21
C7H10N2O2 ωB97M-V/def2-TZVPD
C -3.104 -1.693 0.843
N -2.505 -0.724 0.338
N -1.183 -0.652 0.154
C -0.643 0.548 -0.396
O -1.497 1.419 -0.928
C 0.655 0.785 -0.489
C 1.122 1.955 -1.347
C 1.588 -0.195 0.060
C 1.762 -0.270 1.566
C 2.299 -0.846 -0.835
O 2.641 -1.630 -1.665
H -4.133 -1.577 1.010
H -2.642 -2.588 1.054
H -0.488 -1.424 0.348
H -2.378 0.987 -0.783
H 0.121 2.562 -1.483
H 1.894 2.454 -0.699
H 1.353 1.617 -2.370
H 2.058 0.754 1.857
H 0.767 -0.405 1.836
H 2.315 -1.076 1.931
```

## Properties
* multiplicity: 1
* SMILES: C=NN/C(O)=C(/C)C(C)=C=O
* HOMO level: -7.572 eV

2 | Density functional theory data (ωB97M-V/def2-TZVPD) for C7H10N2O2 in the gas phase.

```
21
C7H10N2O2 ωB97M-V/def2-TZVPD
C -1.431 -0.413 -1.993
C -0.785 -0.307 -0.696
C -0.850 -0.395 0.604
C -1.509 -0.600 1.883
C 0.572 0.015 0.102
C 1.450 -1.141 0.090
N 2.704 -0.822 -0.296
O 1.081 -2.271 0.420
C 0.959 1.438 0.130
N -0.123 2.317 0.243
O 2.172 1.849 0.101
H -2.399 -0.908 -1.627
H -0.820 -1.002 -2.642
H -1.441 0.575 -2.334
H -1.081 -1.612 2.208
H -2.624 -0.734 1.762
H -1.387 0.195 2.623
H 2.908 0.105 -0.169
H 3.478 -1.535 -0.124
H -0.980 1.998 -0.260
H 0.106 3.247 -0.024
```

## Properties
* multiplicity: 1
* SMILES: CC1=C(C)C1(C(N)=O)C(N)=O
* HOMO level: -9.494 eV

So which one wins? Going from most stable to least: 2, 1.

1 | Density functional theory data (ωB97M-V/def2-TZVPD) for C12H11NO in the gas phase.

```
25
C12H11NO ωB97M-V/def2-TZVPD
N 0.481 -2.678 0.420
C 0.159 -1.670 1.337
C 0.438 -1.790 2.682
C 0.154 -0.764 3.573
C -0.609 0.291 3.187
C -0.903 0.441 1.819
C -0.515 -0.481 0.889
O -1.009 -0.274 -0.376
C -0.265 0.425 -1.307
C 0.746 1.371 -0.965
C 1.392 2.108 -1.949
C 0.832 2.043 -3.201
C -0.218 1.105 -3.515
C -0.842 0.283 -2.583
H 0.228 -2.632 -0.578
H 1.404 -3.084 0.715
H 1.092 -2.664 3.006
H 0.448 -0.793 4.568
H -1.101 0.989 3.814
H -1.560 1.302 1.473
H 0.956 1.342 0.090
H 2.185 2.818 -1.747
H 1.174 2.755 -3.924
H -0.595 0.996 -4.488
H -1.740 -0.277 -2.665
```

## Properties
* multiplicity: 1
* SMILES: Nc1ccccc1Oc1ccccc1
* HOMO level: -8.111 eV

2 | Density functional theory data (ωB97M-V/def2-TZVPD) for C12H11NO in the gas phase.

```
25
C12H11NO ωB97M-V/def2-TZVPD
N 0.799 2.070 4.057
C 0.714 1.109 3.001
C 0.062 -0.153 3.386
C -0.470 -0.874 2.462
C -0.086 -0.881 1.093
C 0.412 0.334 0.658
O 0.866 0.387 -0.606
C 0.177 -0.072 -1.652
C 1.017 -0.780 -2.535
C 0.309 -1.088 -3.795
C -1.058 -0.821 -4.042
C -1.864 -0.216 -2.848
C -1.145 0.195 -1.835
C 1.037 1.152 1.671
H 1.437 2.944 3.762
H 1.372 1.228 4.760
H -0.345 -0.017 4.357
H -1.158 -1.804 2.321
H -0.631 -1.560 0.306
H 2.134 -1.194 -2.122
H 0.811 -1.584 -4.641
H -1.485 -0.942 -4.989
H -3.012 -0.158 -2.826
H -1.563 0.796 -1.021
H 1.669 1.928 1.077
```

## Properties
* multiplicity: 1
* SMILES: Nc1cccc(Oc2ccccc2)c1
* HOMO level: -8.112 eV

So which one wins? Going from most stable to least: 1, 2.